This record from the OMol25 dataset describes a structure of composition C5H13N in a non-equilibrium geometry. The level of theory is the ωB97M-V functional and the def2-TZVPD basis.

Geometry as XYZ:
```
19
Properties=species:S:1:pos:R:3:forces:R:3:lowdin_charge:R:1
N 1.469348 -0.357736 2.787153 -0.4 0.8 -1.3 -0.08
C -0.311453 -0.392729 -1.596451 0.0 -0.6 -0.4 -0.15
C -1.484365 -0.654978 0.646463 -0.4 1.7 -0.4 -0.03
C -1.299138 -0.801044 -2.406521 0.5 0.8 -0.3 0.05
C -0.326285 -0.195173 -0.176763 -0.2 0.2 0.7 -0.31
C 0.720724 0.448808 0.452149 0.0 1.3 -3.1 -0.11
H -1.797008 0.209467 1.244516 0.1 -0.2 0.4 0.10
H -2.351681 -0.859363 0.026285 0.0 -0.7 0.1 0.06
H 1.472390 2.426679 -1.507010 0.0 0.0 0.0 0.01
H -1.169673 -1.444998 1.324228 -0.1 -0.2 -0.1 0.09
H 2.035879 -1.175197 3.003015 -0.4 -0.1 -0.4 -0.04
H 0.678562 -0.306534 3.428118 0.1 -0.2 -0.2 -0.04
H 1.920258 2.967717 -1.746758 0.0 0.0 0.0 0.04
H -0.989997 -0.743568 -3.443704 -0.6 -0.2 -0.2 0.06
H 0.583849 1.440589 0.871169 -0.3 -0.5 1.3 0.11
H 0.525101 0.020008 -2.144743 0.6 -0.4 0.3 0.09
H 1.023299 -0.149794 1.547485 1.3 -1.3 3.7 0.00
H -2.348465 -0.924748 -2.186374 0.1 -0.5 0.3 0.06
H 1.648656 0.492593 -0.122257 -0.1 0.1 -0.3 0.08
```
Positions in Å, forces in eV/Å.

***

This record from the OMol25 dataset describes a structure of composition C5H13N in a non-equilibrium geometry. The level of theory is the ωB97M-V functional and the def2-TZVPD basis.

Geometry as XYZ:
```
19
Properties=species:S:1:pos:R:3:forces:R:3:lowdin_charge:R:1
N 0.527618 -0.638691 -1.123403 1.4 -4.7 -3.7 -0.18
C -0.193239 -1.138327 -0.011963 -5.3 0.6 -1.9 -0.44
C 1.257284 1.159434 1.762682 2.3 -1.8 -0.7 -0.15
C -0.014596 1.238063 1.045137 -6.1 -2.2 0.0 -0.29
C -0.941226 -0.115787 0.813713 0.3 -0.8 2.7 -0.20
C -0.406482 -0.414996 -2.387354 2.9 0.9 -1.6 -0.18
H 2.079581 1.052053 0.966901 -1.0 -0.4 1.1 0.09
H -0.755843 -2.025916 -0.489700 -0.7 1.1 1.6 0.12
H -0.280760 1.111001 -2.601945 -0.9 -4.9 0.5 0.17
H 0.394197 -1.575210 0.657172 3.2 -1.8 2.6 0.05
H 0.229387 -1.042461 -3.527361 -2.1 2.3 3.7 0.14
H -1.907824 0.265806 0.506719 0.0 -0.1 -0.8 0.08
H 1.343029 0.199356 2.493874 -0.1 2.9 -1.2 0.13
H -0.932306 1.785376 1.547623 2.5 0.0 -0.6 0.13
H 0.861793 -1.892028 -1.206410 0.1 5.0 -1.3 0.21
H -1.259134 -0.750026 1.798632 1.0 1.8 -1.7 0.14
H 0.027578 1.501840 -0.001064 0.4 0.9 -0.1 0.07
H 1.436969 2.194698 2.041607 0.4 -0.3 1.5 0.06
H -1.466026 -0.914185 -2.284860 1.9 1.5 -0.2 0.05
```
Positions in Å, forces in eV/Å.

***

This record from the OMol25 dataset describes a cluster of 2 separate species, C5H13N in total in a non-equilibrium geometry. The level of theory is the ωB97M-V functional and the def2-TZVPD basis.

Geometry as XYZ:
```
19
Properties=species:S:1:pos:R:3:forces:R:3:lowdin_charge:R:1
N 1.476989 -0.873322 -0.910436 0.9 0.9 -0.2 -0.03
C 1.656859 1.569047 -1.707231 4.4 -1.5 1.2 -0.11
C 1.419410 0.576489 -0.545964 -0.6 0.2 0.7 -0.37
C -1.355557 -0.842462 1.350506 -2.9 -1.4 -3.3 -0.23
C -2.354894 0.369259 1.609907 1.5 -0.3 -2.9 -0.11
C -1.530573 -1.824264 0.366726 1.6 2.0 2.7 -0.02
H 0.913948 1.637202 -2.450356 -1.0 0.3 -0.6 0.04
H -1.866735 1.388067 1.327985 -1.0 -1.7 0.3 0.08
H -2.011492 -1.612342 -0.576537 -0.6 -0.2 0.2 0.04
H 1.539300 -1.489021 -0.081726 -0.1 0.7 -0.7 0.06
H -3.375337 0.189312 1.040945 2.1 0.5 1.6 0.11
H 0.415040 0.844509 -0.194706 0.0 -0.6 0.2 0.07
H -2.309224 0.302040 2.671296 -1.2 0.5 0.9 0.03
H -1.014747 -2.798554 0.490368 -0.1 0.9 -0.4 0.05
H 2.358639 -0.970641 -1.445181 -0.7 -0.3 0.5 0.06
H 2.645684 1.183826 -2.223431 -1.7 0.9 0.6 0.10
H 1.987447 2.501365 -1.186323 -0.8 -0.3 -0.9 0.08
H -0.686215 -1.014856 2.147674 0.7 -0.4 0.9 0.06
H 2.091454 0.864338 0.316481 -0.3 -0.4 -0.9 0.11
```
Positions in Å, forces in eV/Å.

Values from the calculation:
SMILES string   C=CC.CCN

***

This record from the OMol25 dataset describes an isolated molecule of C5H13N in a non-equilibrium geometry. The level of theory is the ωB97M-V functional and the def2-TZVPD basis.

Geometry as XYZ:
```
19
Properties=species:S:1:pos:R:3:forces:R:3:lowdin_charge:R:1
N -2.078837 -0.326241 -0.311944 0.3 -1.4 1.6 -0.16
C 1.739540 -0.714457 0.038925 -0.5 1.6 -2.4 -0.21
C 0.149212 -0.087372 -0.637931 5.9 -2.1 2.6 -0.15
C -2.672739 0.898218 0.166869 0.3 -0.2 0.3 -0.21
C -0.569327 -0.912777 0.305313 -6.0 2.3 -2.9 -0.15
C 2.673000 0.462960 0.252922 0.2 -0.2 -0.1 -0.16
H -2.593842 1.749163 -0.526364 0.0 -0.1 0.0 0.06
H 2.276762 1.138203 1.014791 0.0 0.0 0.0 0.07
H 2.803116 1.032938 -0.668378 0.0 0.0 0.0 0.07
H -0.550596 -0.587307 1.340636 0.0 -0.3 -0.1 0.11
H -3.729377 0.762827 0.425017 0.0 0.1 0.0 0.06
H 2.066700 -1.356404 -0.779461 0.3 0.0 0.0 0.08
H 0.140364 -0.392870 -1.678499 -0.2 0.1 0.1 0.10
H -2.459151 -0.659922 -1.193006 0.6 -0.2 0.4 0.07
H 3.663228 0.135484 0.579658 0.0 0.1 0.1 0.06
H 0.155425 0.980212 -0.448474 -0.2 -0.1 -0.1 0.10
H -2.180426 1.209410 1.094601 0.0 0.0 -0.1 0.07
H 1.750632 -1.353275 0.923279 -0.9 0.2 0.1 0.08
H -0.583683 -1.978791 0.102046 0.2 0.1 0.3 0.11
```
Positions in Å, forces in eV/Å.

Values from the calculation:
SMILES string   CCCCNC

***

For the records above, the corresponding HOMO energy values read -7.7 -9.2 -9.0 -7.3 eV.
For the records above, the corresponding relative energy (zero: lowest compared OMol25 entry of this formula, charge and spin) values read 5.387 7.503 2.538 3.506 eV.
For the records above, the corresponding frontier orbital gap values read 6.87 9.90 10.11 8.44 eV.